271
Properties=species:S:1:pos:R:3:forces:R:3:mulliken_charge:R:1 method="wB97M-V/def2-TZVPD" max_force_ev_per_a=3.81 spin_multiplicity=1 e_homo_ev=-6.28 e_lumo_ev=0.4 e_tot_ev=-296401.3810
H -3.58330 7.76878 5.12301 -0.1 -0.3 -0.3 0.338
N 1.81296 -3.92763 1.57086 0.1 1.8 1.3 0.718
H -5.23948 -1.28351 -6.15410 0.1 -0.1 -0.3 0.509
C 4.90302 -2.34312 3.72116 0.5 -1.7 0.3 -1.444
H -2.85136 -0.51313 2.76201 0.7 -0.7 0.1 -0.682
H -2.08844 -2.76763 -7.15625 -0.1 -0.4 0.1 0.342
C 2.10340 -4.48738 -3.51702 0.1 0.9 -0.6 -0.616
N -6.11489 4.48912 -0.35592 0.5 1.1 0.8 0.808
P -4.89336 3.65447 -1.17000 -0.9 -2.8 1.0 0.147
H 1.52154 3.79860 2.11063 -0.2 0.6 0.3 0.062
H -3.50107 0.93103 -1.09682 0.2 -1.1 -0.1 0.199
H 0.26745 -0.24758 -0.89233 -0.5 -1.0 0.2 -0.333
N -4.62324 5.21867 5.40092 0.3 -0.3 -3.3 0.362
H 3.24750 4.05577 1.80328 -0.1 -0.1 -0.5 0.287
H -0.35306 -3.27878 -1.04636 0.3 0.1 -0.1 -0.533
N -5.71746 3.16851 -2.61066 2.6 1.2 2.1 0.875
H 4.66615 0.66942 5.10966 0.7 -0.2 0.2 0.451
H 5.48948 2.24363 4.95537 -0.4 0.0 -0.6 0.211
H -0.51516 5.45951 6.25930 -0.1 -0.3 -0.1 0.363
C 2.80143 1.82203 6.91408 -1.0 -0.2 -0.4 -0.922
H 6.59688 -2.14650 -4.62633 -0.5 0.6 -0.6 0.369
C -4.29993 6.57884 2.59995 0.4 -0.6 -1.9 -1.004
H -0.66776 -7.10511 -0.34596 -0.5 0.6 0.4 0.146
H -3.64165 -2.30336 0.62020 -0.3 0.2 -0.2 0.117
C 0.74958 -2.83755 1.91162 1.8 -0.3 -1.0 0.002
H 2.14773 2.84154 0.96815 0.9 -0.7 0.1 0.119
H -4.33418 1.28994 1.66527 0.4 -0.4 -0.6 0.443
H 3.07316 2.35475 -2.81640 0.6 0.2 0.0 0.459
C 3.71722 4.09314 -6.75873 0.8 -0.6 0.6 -1.073
H 3.15556 -3.12626 -1.04965 -0.3 0.1 0.3 -0.768
O -0.88119 1.96710 1.58259 -0.1 1.8 -0.6 0.321
H -4.57073 -0.20779 -7.47163 -0.4 0.0 0.0 0.313
C 3.86524 1.72723 -7.26460 -0.2 0.2 1.5 -0.807
C 7.56607 1.57042 -4.22549 -0.8 0.6 -0.8 -1.153
H -3.11949 1.81075 7.42332 0.8 -0.2 0.1 0.139
H -4.94468 -4.88655 -2.04599 -0.6 0.4 0.1 0.338
Cu -1.59037 3.28598 -0.40497 0.2 -1.7 -0.2 0.366
N 2.81928 2.43562 3.05516 0.2 1.0 0.5 0.399
P 3.04880 -4.15380 2.76223 -0.1 1.9 -0.3 0.264
H -4.71080 6.44651 1.59907 -0.2 -0.8 -0.3 0.039
H -2.79966 5.17824 0.88498 0.0 -0.2 -0.1 0.057
H -4.37204 4.00963 -4.01758 0.1 -0.3 0.4 0.327
H 2.30457 -5.22684 -4.29214 0.4 -0.1 0.3 0.472
H 1.49135 -3.75267 -4.04019 -0.3 0.2 0.1 -0.416
H 2.02102 6.02186 5.00016 -0.1 -0.1 -0.5 0.039
C 4.93231 -5.11317 0.89837 -0.9 0.9 1.2 -0.055
H 3.57558 6.60953 5.32837 0.3 0.2 -0.1 0.397
H 6.43296 -6.49522 -4.65695 0.1 0.0 0.2 0.331
H -2.20690 8.08988 4.03183 -0.2 -0.1 -0.4 0.299
C 4.13451 -1.76375 1.46589 0.4 -1.0 1.1 -0.981
H -4.92586 2.80169 1.85900 -0.2 0.8 -0.2 -0.798
H 5.79721 -5.91658 3.58224 0.1 0.7 -0.1 0.330
C 4.18332 -3.75936 -5.92231 0.0 0.5 0.3 -1.684
P -1.71314 -0.27099 -6.69049 -0.3 -0.2 0.8 0.143
H 8.21401 1.53284 -6.79630 0.0 0.2 0.2 0.332
H -2.22034 3.34711 -6.42018 -0.2 -0.1 0.0 0.307
H 5.03699 -6.78876 -5.65743 -0.4 0.6 0.0 0.263
H 4.18325 -4.59098 0.30312 0.5 -0.1 -0.7 -0.786
C -0.24479 -1.17229 -4.37963 -0.2 1.2 -0.3 0.428
C -2.51446 7.62246 4.96727 0.0 0.3 0.1 -1.142
H 4.61836 -0.85889 -3.94814 -0.1 0.1 0.3 -0.074
O 5.34475 3.74770 -3.93490 -0.9 -1.2 -1.6 -0.826
C 2.37275 1.01023 2.86511 0.8 2.0 0.9 0.450
N -0.35191 -0.97313 -5.85071 -0.5 -0.6 -0.2 0.745
H -1.21449 -3.89074 -2.44461 -0.3 -0.3 0.2 0.311
H 5.34896 -7.86405 -4.37457 0.2 0.0 0.2 0.441
H -4.33170 -4.60175 2.05937 0.1 0.2 -0.2 0.189
H -7.12479 1.88355 -1.76234 -0.3 0.6 0.6 0.326
P 5.13636 2.59631 -4.87405 0.6 -2.6 -1.0 0.414
H 5.41953 1.61511 6.47567 -0.9 -0.2 0.6 0.462
C 4.81196 -6.16172 3.18561 0.1 -0.9 -0.8 -1.115
H 5.63127 -1.57899 3.44941 -0.7 0.5 0.1 0.426
H -7.01968 6.44271 -0.13638 0.5 -0.2 0.9 0.398
H 5.05306 -7.25113 -1.88944 0.4 0.4 0.2 0.429
H -4.03699 -0.32550 4.02681 -0.5 -0.5 0.0 0.554
H 1.27726 -0.61927 8.04408 -0.1 0.5 0.2 0.184
H 0.43766 -1.97878 -4.11140 -0.3 -0.3 -0.3 -1.030
P 2.62020 3.29356 4.58321 2.7 -2.3 -1.2 -0.038
C -3.55200 0.83136 7.62783 0.5 0.7 -1.4 -1.087
H 6.99255 1.21971 -3.36748 0.0 0.4 0.1 0.323
H -1.67656 0.23484 0.97275 -0.5 -0.3 -0.7 -0.643
H 4.31839 0.79536 -6.92636 -0.1 0.1 -0.7 0.106
H 5.05347 -2.07772 0.97087 -0.1 -0.3 -0.6 0.411
H -0.58448 2.75185 -6.56040 0.2 0.2 0.1 0.276
H 2.43197 0.83719 -3.07101 0.2 -0.5 -0.6 0.361
C 4.82876 4.69450 3.69948 -0.1 0.8 -0.5 -1.403
H 4.97499 -7.08198 2.62467 0.0 -0.4 0.2 0.344
H -2.44776 -2.37621 7.82051 0.0 0.2 0.1 0.347
C -5.03565 -4.67001 1.22997 -0.6 0.2 0.9 -1.201
O -1.00747 1.20767 5.84641 -0.4 -0.1 -0.2 -1.187
N -3.34285 5.44999 2.86622 -3.2 0.6 2.0 1.333
H -2.21794 -6.27176 -3.43471 0.2 -0.8 -0.1 0.452
O -3.54917 4.29289 -1.33221 -0.9 0.4 -0.2 -1.170
C 4.81507 1.64655 5.56917 -0.9 1.0 -1.6 -1.250
H 1.22100 -2.00728 2.43748 0.2 -0.3 0.4 -0.559
H -8.23950 4.08191 -0.27700 0.1 0.2 -0.5 0.374
H 1.35761 0.98990 3.26154 -0.3 -0.9 -0.4 -0.544
N 5.22940 -3.77993 -4.83275 -0.8 -0.3 -1.4 0.748
H 1.86336 1.32733 6.66229 -0.2 -0.1 0.4 0.049
H -3.20277 2.01832 -4.54246 0.3 0.4 0.5 -0.179
H -2.04394 8.25944 5.71625 0.2 -0.4 0.4 0.421
N 4.23914 -5.23332 2.20599 -0.9 -0.5 1.1 0.435
H 6.67683 2.13682 -7.48089 0.0 -0.4 0.0 0.238
N 3.58656 4.69561 4.48889 -0.7 -0.1 -1.1 0.301
H 8.06884 2.52617 -4.07765 0.0 0.0 0.7 0.369
H -3.78343 7.50911 2.36347 0.3 0.4 1.0 0.362
H -7.80826 3.44926 -2.54158 -0.2 -0.1 0.4 0.196
H -3.84480 -2.79915 -7.34911 0.1 0.0 -0.4 0.464
H -0.27183 5.51546 4.50412 0.5 -0.3 0.3 0.190
H 0.75778 -1.16011 4.66535 0.0 0.0 0.0 -0.224
C 5.38810 -6.80408 -4.62564 0.3 -0.4 0.0 -1.102
C 4.30657 -0.16273 -4.72676 0.7 0.9 0.5 -1.215
Cu -0.74873 2.43170 3.93412 -0.2 -0.2 -0.4 2.739
C 0.56877 -1.84662 -6.61961 -1.0 0.6 -0.5 -0.612
H 3.32328 -0.49094 -5.06372 -0.1 0.2 -0.2 0.443
P -1.41801 -0.18587 6.15601 -0.9 -2.1 -0.3 -0.172
H 8.35469 0.83067 -4.36311 -0.2 -0.2 -0.7 0.338
H 4.61472 -3.50917 -6.89154 0.6 -0.2 0.2 0.494
H -2.16562 -8.02751 -0.61778 0.1 -0.2 -0.2 0.275
H 7.60570 3.25017 -6.58704 0.7 0.0 0.1 0.314
H 4.29115 4.47312 -7.60389 0.0 0.5 0.1 0.284
H -5.50610 5.79440 7.24914 0.2 0.3 -0.2 0.383
C -4.53632 0.93483 -0.75571 0.0 0.1 -1.3 -1.175
N -4.41831 -5.01818 -0.00320 0.9 -0.4 -0.1 0.488
C 0.92076 -1.65270 5.62394 -1.2 0.0 0.2 -0.792
N -2.24342 -0.96989 4.85301 2.6 1.7 -0.1 1.532
H 2.49035 0.84851 1.79361 -0.5 -0.3 0.2 0.265
C -0.72578 0.76177 0.89246 0.6 -0.3 -0.3 1.484
C 2.46847 3.30003 1.90357 -0.8 0.8 1.0 -0.747
H -0.06140 0.15386 1.50658 0.6 -0.6 -0.1 -0.896
H -1.18694 -2.20358 -2.12776 -0.7 0.3 0.6 -1.019
H -2.54590 -2.70482 3.87203 -0.8 -0.2 -0.1 0.302
N 3.30426 -3.77875 -3.02669 -0.1 -1.1 -0.2 0.926
H 4.43511 -2.26144 4.70223 0.0 0.7 0.0 0.246
N -3.11892 -1.17307 -6.26594 0.2 -0.2 0.9 0.340
H 2.56308 2.60458 7.63443 0.1 0.5 -0.2 0.285
H 3.57700 -4.64456 -6.11437 0.5 -0.6 0.6 0.346
H -1.71122 4.50014 2.16580 0.5 0.0 -0.6 -0.314
H -0.99799 -7.54398 -1.93095 -0.4 -0.4 -0.2 0.365
P -2.68209 -4.95236 -0.09118 -1.8 1.1 -2.1 0.293
O -1.51872 -0.37214 -8.15563 0.6 0.6 0.2 -0.893
H 1.90239 -1.36113 5.99744 0.1 -0.2 0.0 0.444
H -4.80046 0.16548 -0.03017 0.4 0.0 0.0 0.441
H -2.53192 0.42560 -4.20516 0.0 0.1 -0.1 0.176
H 3.44271 1.12550 7.45419 0.0 -0.1 -0.3 0.446
C 3.03590 -2.69034 -2.04150 1.5 -1.2 0.5 -0.157
C -3.15324 -1.54835 7.89143 -0.5 0.2 0.4 -1.234
N -2.44091 -3.36210 -0.70077 1.0 -1.9 -2.4 0.680
H 0.60069 -4.72465 0.04919 -0.1 -0.1 0.3 -0.865
N -2.01049 1.28734 -6.07366 -0.5 -2.0 -1.5 0.547
C -2.60272 -2.33627 4.89625 0.6 -0.9 0.0 -1.192
C -5.87580 4.57170 4.82500 0.9 0.5 1.2 -0.785
H -4.53753 0.25581 -5.73025 -0.2 0.2 -0.3 0.054
C 4.22180 -6.85733 -2.47428 -0.6 -0.6 0.6 -0.829
H 0.61198 -2.18306 8.32949 -0.1 -0.2 0.1 0.361
O -0.78494 1.34827 -1.68858 -1.2 0.6 1.3 -0.715
H -6.70155 5.27541 4.71993 0.2 0.4 0.0 0.331
H 1.57959 -1.87039 -6.21246 0.0 0.5 0.0 -0.329
C -1.62277 2.51518 -6.79289 0.5 -0.4 0.8 -0.991
H 3.41985 -2.98631 -5.83507 0.1 0.3 0.8 0.627
C -4.26741 2.26261 1.17788 -0.4 0.9 1.1 -0.133
N -0.11847 -1.25922 6.59820 -2.3 1.8 0.6 0.387
N 3.94494 -2.64656 2.68854 -1.8 1.0 -1.4 0.738
C -0.69785 6.04347 5.35723 0.7 -1.4 -0.4 -1.193
H 5.06595 -0.28344 -5.49933 -0.2 0.1 -0.1 0.641
H -6.21991 3.86016 5.57559 0.0 -0.5 -0.3 0.414
H 0.17966 -0.28913 -3.90215 0.1 0.3 0.0 0.135
C -2.31497 5.34950 1.84616 -0.4 -0.3 1.1 -0.559
H 0.26807 -2.89161 -6.69485 -0.4 -0.3 0.4 0.276
H -5.72646 -6.18133 -1.20123 -0.1 -0.2 0.1 0.264
C 3.01698 6.07449 4.56040 0.0 -1.1 1.5 -0.746
H 0.80005 -5.76489 1.54008 -0.7 0.0 -0.2 0.449
H -3.48276 -1.34290 8.90992 0.5 -0.4 0.5 0.420
C -5.40585 3.68403 -3.90210 0.9 0.1 -1.2 -1.181
H 2.78141 1.67103 -7.16335 -0.3 -0.5 0.0 0.231
H -4.31045 0.82296 6.84503 -0.8 -0.3 0.3 0.374
H 3.64837 -7.75526 -2.70448 -0.2 0.0 -0.6 0.398
H -2.83322 0.80302 3.86222 0.6 0.2 0.1 -0.293
H -5.44065 6.46147 -0.95836 0.0 -0.3 0.0 0.335
O 5.83897 -4.15687 -2.15206 -1.2 -0.1 -2.5 -0.926
H 2.06583 -2.19344 -2.05266 -0.1 -0.3 -0.7 0.179
H 3.04985 6.66238 3.64312 -0.1 -0.4 -0.3 0.295
H -3.97662 0.93379 8.62649 0.0 -0.7 0.1 0.395
H 4.19011 -6.40668 4.04665 -0.4 0.4 -0.3 0.312
P -3.12909 4.99185 4.51671 0.8 1.7 0.1 -1.296
H 5.56762 -3.19926 3.83711 0.3 -0.5 0.2 0.423
H 2.09001 -5.60628 0.40936 0.1 0.0 -0.3 0.362
N -2.31344 -6.01068 -1.39573 1.3 -0.6 2.6 0.743
C -6.34180 5.87632 -0.77495 -0.7 -0.1 -0.7 -1.368
P 4.90328 -4.42550 -3.31844 -1.6 0.5 1.3 0.042
H -1.68250 2.48337 -7.88079 -0.4 -0.5 0.1 0.306
H 3.54323 -6.28576 -1.84107 0.3 0.2 0.2 0.010
C -2.68431 -2.20109 0.10917 -0.2 -0.5 0.1 0.278
H -5.21430 6.70412 3.17990 0.7 -0.2 0.7 0.360
H -1.20365 -1.26322 -3.86931 -0.1 -0.4 -0.3 0.288
O -2.45991 3.67555 4.72685 -0.2 0.3 -0.6 -0.542
O 1.23459 3.53277 5.01679 -0.7 0.3 0.1 -0.862
N -2.64175 -0.29571 7.39066 1.9 1.0 0.0 0.491
C -4.47457 -0.56390 -6.44594 1.7 -0.1 0.6 -0.985
C -2.30889 1.40163 -4.63613 0.8 -0.1 -1.0 -0.803
H 3.83061 -1.94556 -2.08464 -0.1 0.2 -0.3 0.436
O 2.44720 -4.43042 4.11784 1.6 0.1 -1.5 -0.927
H -3.66206 5.83142 7.15056 -0.3 0.9 -0.2 0.332
H 3.72525 4.73281 -5.87620 0.2 0.4 -0.4 0.350
H -5.22218 0.79560 -1.59137 0.2 -0.1 -0.3 0.355
H 4.39217 -0.74872 1.76824 -0.5 0.1 0.4 0.638
N -4.74210 2.23575 -0.19296 -1.5 1.5 -0.2 0.804
H -5.79919 -5.37922 1.54954 -0.1 -0.4 -0.1 0.403
N 4.28572 1.24705 -4.21882 -0.7 0.0 0.7 0.399
H 0.50240 -2.36500 0.96098 -0.3 -0.2 -0.2 -0.379
C -4.59445 5.36219 6.83662 1.0 -1.0 0.3 -0.887
H -3.79655 -6.78200 -2.80183 -0.2 0.2 0.2 0.251
H 0.52439 -1.47867 -7.64467 0.5 0.0 0.0 0.598
C 1.25980 -5.05571 0.85174 0.9 -0.6 0.4 -0.010
H 5.13211 3.77100 3.20628 -0.3 -0.3 0.6 0.385
H 3.07624 0.37492 3.40325 -0.3 -0.3 0.1 -0.426
C -2.97643 -6.07493 -2.67707 1.5 1.1 -0.4 -1.484
H -1.76761 6.29005 1.78407 0.4 0.0 0.0 0.264
H -7.27719 2.90312 0.54498 0.5 -0.1 -0.4 0.341
H 1.45170 -4.95270 -2.77752 0.2 -0.1 0.5 0.205
C 6.45125 -3.06201 -5.19967 0.6 -0.9 1.4 -1.228
H 3.28483 -1.73948 0.78358 0.1 -0.2 0.2 -0.156
N -2.09795 6.22912 5.06240 -1.3 0.8 1.1 0.473
H -6.97762 5.86201 -1.66018 0.3 0.1 -0.8 0.318
C -7.31258 3.96072 0.28357 0.0 -0.9 0.7 -1.240
N 4.59378 -6.08749 -3.63141 0.3 1.4 -0.4 0.308
N 4.29734 2.79625 -6.34960 0.1 1.5 0.0 0.406
H 4.01262 1.97016 -8.31692 0.7 0.0 0.0 0.407
H -0.07407 6.92820 5.48468 -0.8 0.6 -0.2 0.524
H -4.42734 4.39898 7.31870 -0.6 -0.6 0.1 0.179
C -1.51431 -7.25005 -1.01711 -0.3 1.1 -0.8 -0.944
H 5.83567 -4.50686 0.96496 0.0 0.2 0.0 0.244
C -2.96787 -0.27780 3.81991 -0.9 1.9 0.5 -0.252
H -3.26260 2.65735 1.32830 0.3 -0.2 -0.1 0.044
N 3.41653 2.22395 5.64494 1.2 0.3 0.9 0.505
H -0.41895 -0.80763 8.69203 0.1 0.2 -0.3 0.398
H -2.66942 -1.39125 -0.62024 -0.1 0.5 0.7 -0.006
H 5.66083 5.15631 4.23097 0.1 -0.4 0.4 0.328
H -4.10183 -1.85353 7.44969 -0.1 -0.1 -0.7 0.326
H -6.34754 -4.58564 -0.89993 0.4 0.5 0.0 0.347
H -5.72050 4.10513 3.85222 0.3 -0.1 0.2 0.019
H 5.25140 -6.06361 0.47064 -0.5 -0.2 0.1 0.340
H 4.67426 5.38415 2.86966 0.0 0.1 -0.3 0.482
O -1.93966 -5.16734 1.17146 -0.7 -0.5 -0.5 -0.971
H -1.83896 -2.95911 5.36190 -0.1 0.1 0.6 0.304
H -3.14954 -5.03739 -2.96282 -1.1 0.0 0.1 0.490
H -5.97424 4.53707 -4.27273 -0.6 0.3 0.5 0.274
H -0.17805 -3.13632 2.39982 0.3 -0.6 0.1 0.569
H -1.94912 -2.10756 0.90845 0.3 0.4 -0.1 -0.305
C 2.95988 1.62091 -3.61436 0.8 0.9 0.5 -1.390
H -1.37134 1.74979 -4.20267 -0.6 0.5 0.9 0.566
H 7.28969 -3.63874 -4.80919 0.3 -0.3 -0.4 0.322
H 0.79777 -2.72720 5.48819 0.7 0.0 -0.2 0.415
H -7.50078 4.41863 1.25465 0.3 0.5 0.1 0.322
H -3.56794 -2.38617 5.40020 -0.2 -0.9 -0.4 0.125
H 6.52310 -2.97330 -6.28368 0.1 0.3 0.3 0.400
C -5.42948 -5.13723 -1.10248 1.8 -0.7 0.3 -1.027
C -3.03674 -2.61036 -6.64236 -0.3 1.0 -0.7 -1.054
C 0.34215 -1.17798 8.00526 0.3 -0.8 -0.8 -1.000
H 2.68658 3.99508 -7.09973 -0.2 -0.3 0.1 0.288
C -7.04120 2.67563 -2.50646 0.0 -1.4 -1.0 -1.386
H -7.09369 2.07616 -3.41530 -0.8 0.0 -0.3 0.539
H 0.83573 1.29515 -0.60108 0.8 0.3 0.9 0.153
C -0.10342 0.74250 -0.62722 -0.4 1.7 0.5 0.037
H -5.58009 -3.73515 1.09684 0.0 0.5 0.3 0.386
H -3.21247 -3.36526 -5.87597 0.3 0.4 0.7 0.161
C 7.35941 2.18933 -6.63270 -1.8 0.3 1.0 -0.924
H 2.29963 2.15296 -4.29926 -0.2 -0.5 -0.5 0.388
N 6.61822 1.77691 -5.37997 0.1 0.0 0.2 0.304
C -1.26769 -3.16947 -1.62913 0.0 -0.5 0.9 0.495
H -5.59332 2.88964 -4.62451 0.2 -0.1 -0.3 0.244